Record 1
{
  "formula": "C8H9N4S2",
  "method": "the ωB97M-V functional and the def2-TZVPD basis",
  "elements": ["C", "C", "C", "C", "C", "C", "C", "C", "N", "N", "N", "N", "S", "S", "H", "H", "H", "H", "H", "H", "H", "H", "H"],
  "positions_angstrom": [[-2.874, -1.016, -0.032], [-3.777, 1.188, -0.112], [4.636, -0.329, -0.329], [-1.952, -0.070, 0.049], [2.325, 0.017, -0.202], [0.393, 0.553, 0.040], [0.286, 1.946, -0.117], [-0.355, -1.680, 0.659], [-2.471, 1.222, -0.031], [3.953, -1.333, -0.738], [2.605, -1.152, -0.683], [-0.516, -0.301, 0.287], [-4.433, -0.459, -0.224], [3.684, 1.017, 0.162], [-2.814, -1.992, 0.181], [-4.360, 2.049, -0.161], [5.656, -0.281, -0.287], [0.670, 2.297, -1.104], [0.772, 2.396, 0.692], [-0.811, 2.138, -0.156], [-0.781, -2.328, -0.095], [-0.599, -2.028, 1.590], [0.762, -1.852, 0.609]],
  "nbo_charge": [-0.44, -0.06, -0.13, 0.23, 0.00, 0.59, -0.79, -0.44, -0.45, -0.21, -0.30, -0.32, 0.52, 0.43, 0.25, 0.24, 0.24, 0.29, 0.28, 0.31, 0.24, 0.25, 0.26],
  "homo_ha": -0.497,
  "gap_ha": 0.3364,
  "charge": 1,
  "total_energy_ha": -1325.24632,
  "fmax_ev_per_a": 5.85,
  "de_lowest_kj_mol": 270.2,
  "lumo_ev": -4.4
}

---

Record 2
{
  "formula": "C8H9N5O",
  "method": "the ωB97M-V functional and the def2-TZVPD basis",
  "elements": ["C", "C", "O", "C", "C", "C", "C", "N", "C", "H", "H", "H", "H", "H", "H", "H", "C", "N", "N", "N", "N", "H", "H"],
  "positions_angstrom": [[0.418, 2.170, 0.592], [0.368, 0.863, 1.306], [0.957, 0.700, 2.332], [-0.408, -0.343, 0.763], [-0.824, -0.335, -0.502], [-1.661, -1.361, -1.017], [-1.799, -2.330, -0.081], [-1.310, -2.435, 1.105], [-0.692, -1.420, 1.626], [0.660, 2.963, 1.254], [-0.539, 2.408, 0.087], [1.274, 2.160, -0.162], [-0.373, 0.524, -0.993], [-2.141, -1.416, -2.029], [-2.395, -3.275, -0.246], [-0.211, -1.452, 2.572], [2.766, -0.420, -1.261], [3.292, -1.606, -1.187], [3.197, -1.918, 0.047], [2.620, -0.869, 0.693], [2.240, 0.039, -0.101], [2.482, 0.252, -2.143], [2.281, -0.835, 1.680]],
  "nbo_charge": [-0.74, 0.63, -0.59, -0.21, -0.14, -0.26, 0.04, -0.42, 0.08, 0.25, 0.22, 0.27, 0.22, 0.24, 0.19, 0.21, 0.09, -0.24, -0.05, -0.16, -0.27, 0.21, 0.45],
  "homo_ha": -0.356,
  "smiles": "CC(=O)c1cccnc1.c1nn[nH]n1",
  "gap_ha": 0.3608,
  "charge": 0,
  "total_energy_ha": -659.17037,
  "fmax_ev_per_a": 6.12,
  "de_lowest_kj_mol": 37.9,
  "lumo_ev": 0.1
}